C4H5N3 | the ωB97M-V functional and the def2-TZVPD basis

Each atom is followed by the atoms it is bonded to, with distances in Å.
CARTESIAN COORDINATES (ANGSTROEM)
1 N 2.219 -1.547 0.891  C2 1.157
2 C 1.684 -0.732 0.267  N1 1.157, C3 1.455
3 C 0.666 0.020 -0.451  C2 1.455, C4 1.574, N7 1.462, H8 1.096
4 C -0.588 -0.919 -0.298  C3 1.574, N5 1.452, H9 1.091, H10 1.103
5 N -1.675 -0.017 0.041  C4 1.452, C6 1.272
6 C -1.160 1.116 0.300  N5 1.272, N7 1.397, H11 1.085
7 N 0.212 1.293 0.107  C3 1.462, C6 1.397, H12 1.014
8 H 0.875 0.184 -1.514  C3 1.096
9 H -0.723 -1.454 -1.239  C4 1.091
10 H -0.489 -1.692 0.483  C4 1.103
11 H -1.765 1.969 0.589  C6 1.085
12 H 0.743 1.778 0.823  N7 1.014

SMILES: N#C[C@H]1CN=CN1
Strongest force on any atom in eV/Å: 1.2
HOMO-LUMO gap in Ha: 0.3801
HOMO energy in eV: -9.6158
ΔE to the lowest compared entry with this formula, charge and spin in kJ/mol: 156.7
Spin multiplicity: 1